ORCA calculation (wB97M-V/def2-TZVPD) on a single C4H3N2O3PS molecule.

Structure (XYZ):
```
14
Properties=species:S:1:pos:R:3:mulliken_spin:R:1
C -2.1502 0.3101 -0.1343 -0.004
C -0.7742 0.5443 -0.2167 0.019
C -2.4046 -1.0059 0.0895 0.028
C -0.0130 -0.5867 -0.0790 -0.012
N 2.1769 0.7339 -1.1610 0.595
N 2.2935 0.4026 1.1747 0.569
O 2.2019 1.8694 -0.7424 0.336
O 2.3213 1.6262 1.0460 0.351
O 2.2618 -1.9779 0.0485 0.005
P 1.7484 -0.6485 -0.0825 0.089
S -1.0442 -1.9966 0.2297 0.011
H -3.0167 0.9196 0.0862 0.000
H -0.1999 1.3836 -0.4420 0.014
H -3.4009 -1.5740 0.1835 0.001
```

Values from the calculation:
**Spin multiplicity**: 3
**Electronic energy**: -33437.310 eV

=====

ORCA calculation (wB97M-V/def2-TZVPD) on 10 unconnected molecules or ions with the total composition C58H53N9O21.

Structure (XYZ):
```
141
Properties=species:S:1:pos:R:3:mulliken_charge:R:1
O 3.3894 -3.4457 3.2561 -0.648
N 4.1850 -2.5411 3.1950 1.041
O 4.8310 -2.3789 2.1766 -0.528
C 4.3597 -1.5988 4.3143 -0.211
C 3.6443 -1.6459 5.5066 -0.266
C 3.7907 -0.5959 6.3784 -0.432
C 4.7578 0.4965 6.0967 -0.470
C 5.4764 0.5144 4.9366 -0.762
C 5.2497 -0.5673 4.0726 0.050
H 2.9207 -2.4048 5.7652 0.462
H 3.1641 -0.4862 7.2512 0.437
H 4.7534 1.2721 6.8482 0.374
H 6.1222 1.2884 4.5490 0.456
H 5.8138 -0.6118 3.1527 0.482
O 7.4084 -1.5309 0.3688 -0.606
N 7.1020 -2.4086 -0.4424 1.041
O 7.6905 -3.5259 -0.5486 -0.591
C 5.9232 -2.1036 -1.2338 -0.263
C 5.0206 -1.1092 -0.8549 0.183
C 3.9352 -0.9014 -1.7339 -0.281
C 3.6201 -1.7211 -2.7827 -1.356
C 4.4426 -2.7577 -3.0503 -0.073
C 5.6520 -2.9560 -2.3553 -0.922
H 5.1647 -0.4615 -0.0027 0.752
H 3.3217 -0.0231 -1.5976 0.327
H 2.7700 -1.5801 -3.4336 0.657
H 4.1863 -3.5186 -3.7726 0.565
H 6.2912 -3.7438 -2.7258 0.438
O 4.9080 2.7911 2.9293 -0.542
N 4.0810 2.4470 2.0549 0.765
O 3.1592 1.6217 2.2715 -0.292
C 4.2596 2.9004 0.6522 -0.239
C 5.0054 4.1009 0.4399 -0.354
C 5.1831 4.6713 -0.8320 -0.736
C 4.5446 4.0174 -1.9237 -0.310
C 3.7181 2.9300 -1.7142 -0.708
C 3.6124 2.3651 -0.4595 0.381
H 5.3941 4.5289 1.3521 0.464
H 5.8140 5.5065 -1.0981 0.379
H 4.6743 4.3756 -2.9342 0.387
H 3.1708 2.4293 -2.4991 0.431
H 3.0126 1.4779 -0.3198 0.478
O -2.8082 0.9751 0.6943 -0.403
N -1.7169 0.8235 1.2470 0.970
O -1.4673 1.4750 2.1996 -0.624
C -0.8235 -0.2816 0.7817 0.148
C 0.5084 -0.1949 1.2277 -0.756
C 1.4112 -1.1261 0.6576 -0.483
C 0.9721 -2.1638 -0.1413 -0.708
C -0.4184 -2.2635 -0.4801 -0.457
C -1.2927 -1.3470 0.0198 -0.752
H 0.8765 0.4419 2.0184 0.622
H 2.4443 -1.0625 0.9657 0.883
H 1.6138 -2.8929 -0.6136 0.603
H -0.7016 -3.0133 -1.2040 0.601
H -2.3454 -1.2260 -0.1887 0.385
O -7.3845 3.2151 -2.5034 -0.642
N -6.6514 2.2605 -2.1770 1.142
O -5.9714 1.6600 -2.9341 -0.610
C -6.6243 1.9343 -0.7534 -0.334
C -5.7788 0.8956 -0.2217 0.194
C -5.9945 0.5092 1.0951 -0.457
C -6.8724 1.2355 1.8752 -0.487
C -7.6789 2.2032 1.3829 -0.621
C -7.5885 2.5546 0.0741 -0.292
H -5.1271 0.2685 -0.8120 0.444
H -5.5118 -0.3384 1.5589 0.416
H -6.9665 0.8576 2.8826 0.390
H -8.3192 2.6674 2.1185 0.414
H -8.4188 3.1530 -0.2708 0.435
O -3.1722 7.9671 3.4362 -0.567
N -3.7691 8.0442 2.4122 0.908
O -4.2359 9.1693 2.0967 -0.581
C -4.0099 6.8588 1.6534 0.050
C -4.3684 6.9783 0.3687 -0.223
C -4.5732 5.8414 -0.4785 -0.673
C -4.2652 4.6486 0.0260 -0.181
C -3.8149 4.4618 1.3477 -0.495
C -3.7632 5.5294 2.2126 -0.476
H -4.6336 7.9175 -0.0938 0.410
H -5.0628 5.7799 -1.4391 0.418
H -4.4034 3.8776 -0.7176 0.522
H -3.4623 3.4756 1.6111 0.389
H -3.5575 5.3519 3.2579 0.481
O 1.1098 -0.4905 5.6989 -0.518
N 0.5466 0.6672 5.6915 1.021
O 0.5749 1.3814 4.6954 -0.537
C -0.3551 0.9164 6.8550 -0.119
C -0.4629 -0.0735 7.8235 -0.077
C -1.0867 0.2973 9.0083 -0.633
C -1.5852 1.5771 9.1641 -0.260
C -1.5642 2.5125 8.2091 -0.542
C -0.9777 2.1868 7.0504 -0.326
H -0.0139 -1.0495 7.7124 0.510
H -1.3069 -0.4652 9.7407 0.365
H -2.1385 1.9503 10.0132 0.330
H -1.9132 3.5264 8.3373 0.391
H -0.8307 2.9498 6.3003 0.417
O 6.9353 -5.9284 -2.7204 -0.552
N 6.0142 -6.5774 -3.1965 0.959
O 6.1053 -7.3842 -4.0891 -0.598
C 4.7188 -6.3481 -2.5126 0.072
C 3.5059 -6.2378 -3.2824 -0.305
C 2.3608 -5.9157 -2.6269 -0.826
C 2.3509 -5.5415 -1.2630 -0.169
C 3.4454 -5.7486 -0.4542 -0.780
C 4.6497 -6.1350 -1.0915 -0.120
H 3.4575 -6.3211 -4.3581 0.452
H 1.4254 -5.7814 -3.1497 0.395
H 1.4788 -5.0843 -0.8193 0.685
H 3.5222 -5.5708 0.6083 0.448
H 5.5289 -6.2358 -0.4725 0.358
O -2.5250 -3.3410 -3.0428 -0.640
N -3.4944 -2.5094 -3.1358 1.161
O -3.7884 -1.8335 -2.2233 -0.592
C -4.2190 -2.4413 -4.4440 0.181
C -3.8870 -3.1807 -5.5301 -0.272
C -4.7536 -3.2205 -6.6581 -0.584
C -5.8338 -2.4624 -6.7882 -0.405
C -6.1301 -1.6186 -5.7643 -0.678
C -5.3397 -1.6464 -4.5646 -0.309
H -2.9849 -3.7731 -5.5721 0.539
H -4.5219 -3.7941 -7.5434 0.371
H -6.3972 -2.4893 -7.7092 0.411
H -7.0131 -1.0029 -5.8522 0.422
H -5.7207 -1.0004 -3.7876 0.364
C -2.1309 1.8745 -2.8531 -1.322
C -1.1104 0.8256 -3.1133 0.344
O -1.5064 -0.0651 -4.1273 -0.132
C -0.7511 -0.6402 -5.0429 0.752
O 0.4645 -0.5007 -5.0972 -0.647
O -1.5534 -1.1723 -5.9646 -0.222
C -0.9811 -1.7852 -7.1605 -0.794
H -3.1549 1.5760 -3.0772 0.209
H -2.1297 2.5618 -3.6991 0.485
H -2.0382 2.4720 -1.9462 0.385
H -0.9476 0.3032 -2.1707 -0.284
H -0.1697 1.3327 -3.3282 0.340
H -1.9207 -1.8996 -7.7011 0.239
H -0.5438 -2.7160 -6.7995 0.327
H -0.2103 -1.1672 -7.6211 0.344
```

Values from the calculation:
**SMILES**: O=[N+]([O-])c1ccccc1.O=[N+]([O-])c1ccccc1.O=[N+]([O-])c1ccccc1.O=[N+]([O-])c1ccccc1.O=[N+]([O-])c1ccccc1.O=[N+]([O-])c1ccccc1.O=[N+]([O-])c1ccccc1.O=[N+]([O-])c1ccccc1.O=[N+]([O-])c1ccccc1.CCOC(=O)OC
**Energy above the lowest of the compared OMol25 structures with the same formula, charge and spin**: 4.579 eV
**Electronic energy**: -117384.758 eV